Record 1
The following is a quantum chemistry calculation of the molecule CH2ClNO in a non-equilibrium geometry, from OMol25.

Computed properties:
SMILES   ClN1CO1
Lowest unoccupied orbital energy   0.96 eV
Kohn-Sham gap   10.84 eV
Total charge   0
ΔE to the lowest compared entry with this formula, charge and spin   101.3 kcal/mol

Last column: Mulliken charge in e.
Element x y z (Å)
Cl1 1.698 -0.316 1.295  -0.07
O1 0.283 -0.639 -0.884  -0.25
N1 0.890 0.283 -0.051  -0.13
C1 -0.623 0.056 -0.162  -0.03
H1 -0.971 0.939 -0.734  0.18
H2 -1.277 -0.323 0.536  0.31

=====

Record 2
The following is a quantum chemistry calculation of a cluster of 12 separate species, C20H49BrN12O26 in total in a non-equilibrium geometry, from OMol25.

Computed properties:
SMILES   NCCC[C@H](Br)OC(=O)CCCC(=O)O.C[N+](=O)[O-].C[N+](=O)[O-].C[N+](=O)[O-].C[N+](=O)[O-].C[N+](=O)[O-].C[N+](=O)[O-].C[N+](=O)[O-].C[N+](=O)[O-].C[N+](=O)[O-].C[N+](=O)[O-].C[N+](=O)[O-]
Lowest unoccupied orbital energy   -0.74 eV
Kohn-Sham gap   8.86 eV
Total charge   0

Last column: Mulliken charge in e.
Element x y z (Å)
Br1 1.048 -0.133 2.552  -0.17
O1 9.119 0.184 1.733  -0.57
O2 -7.199 3.005 6.246  -0.56
O3 -2.958 3.354 -3.265  -0.57
O4 2.301 -6.383 5.201  -0.56
O5 -5.548 0.861 0.476  -0.32
O6 2.904 -4.953 0.958  -0.58
O7 1.899 1.305 -3.444  -0.55
O8 3.347 -0.242 -3.577  -0.55
O9 3.313 -8.270 5.307  -0.57
O10 -5.251 2.520 5.498  -0.55
O11 0.845 -0.669 -0.177  -0.14
O12 -5.312 2.475 -0.957  -0.48
O13 -0.970 3.968 -2.715  -0.51
O14 0.648 -7.551 1.358  -0.53
O15 7.114 0.252 0.982  -0.52
O16 -1.625 5.753 0.067  -0.55
O17 -1.120 -1.476 0.489  -0.36
O18 -10.329 -0.461 1.100  -0.56
O19 7.575 5.461 -2.162  -0.55
O20 1.420 -5.024 -0.597  -0.59
O21 -8.881 0.475 2.370  -0.56
O22 6.836 3.877 -3.408  -0.50
O23 0.026 6.762 -0.837  -0.55
O24 -5.477 -3.356 2.963  -0.58
O25 1.650 -9.446 1.451  -0.53
O26 -3.552 -3.159 3.883  -0.58
N1 4.436 3.209 -0.778  -0.54
N2 -9.221 -0.340 1.550  0.95
N3 2.811 -7.355 4.703  0.93
N4 -1.760 3.333 -3.377  1.05
N5 -1.133 6.473 -0.768  0.99
N6 -4.428 -2.787 3.150  1.03
N7 1.827 -4.675 0.486  1.07
N8 2.230 0.169 -3.708  1.07
N9 6.851 5.017 -3.017  0.93
N10 -6.441 2.676 5.373  0.95
N11 1.156 -8.527 0.855  0.91
N12 8.242 0.671 1.071  0.95
C1 3.405 0.893 -0.949  -0.35
C2 5.889 5.952 -3.651  -0.75
C3 -4.197 -1.519 2.413  -0.01
C4 -1.328 0.101 -1.208  0.14
C5 0.922 -3.829 1.303  -0.37
C6 1.190 -0.760 -4.220  -0.47
C7 -7.025 2.443 4.027  -0.58
C8 8.584 1.894 0.297  -0.54
C9 4.724 1.741 -0.763  -0.68
C10 1.385 0.371 0.633  -0.23
C11 -1.183 2.451 -4.426  -0.75
C12 -8.173 -1.269 1.059  -0.53
C13 -0.531 -0.758 -0.184  0.18
C14 -4.804 1.505 -0.127  -0.19
C15 -3.274 1.352 -0.076  0.00
C16 -2.862 0.106 -0.946  -0.92
C17 2.922 0.490 0.490  -0.96
C18 1.164 -8.585 -0.628  -0.79
C19 2.817 -7.424 3.220  -0.74
C20 -2.046 7.044 -1.789  -0.68
H1 5.489 1.463 -1.520  0.21
H2 -2.793 7.634 -1.266  0.29
H3 -7.389 -0.666 0.604  0.09
H4 -1.467 7.664 -2.464  0.30
H5 -3.369 0.254 -1.929  0.46
H6 1.646 -1.726 -4.404  0.33
H7 -3.254 -0.820 -0.495  0.32
H8 -7.759 1.649 4.121  0.31
H9 -1.101 -0.345 -2.208  -0.39
H10 1.646 -9.506 -0.937  0.33
H11 0.797 -0.337 -5.140  0.29
H12 6.110 5.978 -4.715  0.29
H13 4.911 3.613 0.023  0.25
H14 -7.490 3.372 3.707  0.29
H15 -5.063 -1.311 1.797  -0.06
H16 5.187 1.549 0.232  0.33
H17 4.890 5.566 -3.465  0.27
H18 -1.571 2.779 -5.386  0.35
H19 3.365 -6.560 2.854  0.27
H20 -3.309 -1.654 1.798  -0.05
H21 -1.484 1.430 -4.207  0.23
H22 1.783 -7.406 2.885  0.38
H23 -2.875 1.176 0.946  0.22
H24 1.717 -7.719 -0.986  0.29
H25 0.721 -2.926 0.739  -0.18
H26 -0.103 2.553 -4.388  0.25
H27 0.417 -0.837 -3.459  0.03
H28 6.013 6.933 -3.207  0.31
H29 0.012 -4.397 1.477  0.33
H30 -8.613 -1.942 0.332  0.31
H31 3.371 -0.484 0.761  0.34
H32 3.303 -8.343 2.917  0.32
H33 7.704 2.220 -0.249  0.12
H34 3.451 3.325 -0.557  0.21
H35 2.655 1.414 -1.563  0.38
H36 -4.936 3.310 -0.646  0.34
H37 9.387 1.635 -0.386  0.28
H38 8.900 2.653 1.007  0.28
H39 -2.752 2.240 -0.477  0.44
H40 3.319 1.249 1.194  0.46
H41 1.415 -3.595 2.240  0.34
H42 -6.231 2.155 3.347  0.15
H43 0.131 -8.557 -0.962  0.28
H44 0.852 1.342 0.519  0.52
H45 -7.796 -1.822 1.917  0.30
H46 -2.501 6.211 -2.320  0.18
H47 -4.050 -0.733 3.150  0.27
H48 3.732 -0.025 -1.471  0.36
H49 -0.987 1.156 -1.271  0.35

=====

Record 3
The following is a quantum chemistry calculation of the ion C3H5N4O2 with charge +1, from OMol25.

Computed properties:
SMILES   O=C(O)Cn1cnn[nH+]1
Lowest unoccupied orbital energy   -5.02 eV
Kohn-Sham gap   10.72 eV
Total charge   +1
ΔE to the lowest compared entry with this formula, charge and spin   28.1 kcal/mol

Last column: Mulliken charge in e.
Element x y z (Å)
O1 1.478 -0.856 0.926  -0.47
O2 2.768 0.674 -0.087  -0.41
N1 -0.764 0.055 -0.093  0.21
N2 -1.106 -1.019 -0.802  0.29
N3 -2.193 -1.558 -0.334  -0.31
N4 -2.577 -0.849 0.688  -0.22
C1 -1.701 0.141 0.846  0.12
C2 1.627 0.115 0.254  0.74
C3 0.431 0.860 -0.322  -0.69
H1 3.478 0.040 0.121  0.38
H2 -1.713 0.904 1.602  0.42
H3 0.550 1.041 -1.386  0.32
H4 0.292 1.814 0.178  0.36
H5 -0.568 -1.362 -1.590  0.28

=====

Record 4
The following is a quantum chemistry calculation of the molecule C8H13OPS in a non-equilibrium geometry, from OMol25.

Computed properties:
Lowest unoccupied orbital energy (alpha / beta)   -0.68 / -0.01 eV
Kohn-Sham gap (alpha / beta)   7.79 / 7.77 eV
Total charge   0
ΔE to the lowest compared entry with this formula, charge and spin   126.1 kcal/mol

Last column: Mulliken charge in e.
Element x y z (Å)
S1 -0.369 1.427 0.645  -0.17
P1 0.720 1.912 -1.053  0.67
O1 2.140 2.217 -0.902  -0.60
C1 0.570 -1.139 -1.390  -1.41
C2 -2.553 -0.893 -0.406  -0.25
C3 -0.113 3.336 -1.880  -0.97
C4 0.156 -2.581 0.601  -1.89
C5 0.636 -0.063 0.919  -0.43
C6 0.223 -0.385 2.381  -1.56
C7 0.023 -1.205 0.004  2.41
C8 -1.389 -1.053 -0.104  -1.23
H1 0.718 -1.240 2.905  0.32
H2 0.610 0.452 2.970  0.47
H3 1.696 0.144 0.827  0.61
H4 -3.418 -0.979 -0.858  0.66
H5 1.678 -0.943 -1.501  0.40
H6 -0.084 -3.256 -0.193  0.51
H7 -0.820 -0.329 2.463  0.44
H8 -0.530 -2.813 1.405  0.39
H9 1.137 -2.612 1.144  0.35
H10 -0.102 -1.138 -2.249  0.37
H11 -0.443 3.930 -0.906  0.23
H12 -1.044 3.258 -2.476  0.33
H13 0.556 3.953 -2.348  0.37

=====

Record 5
The following is a quantum chemistry calculation of a cluster of 2 separate species, C6H5ClF in total, from OMol25.

Computed properties:
Lowest unoccupied orbital energy   3.24 eV
Kohn-Sham gap   6.97 eV
Total charge   -1
ΔE to the lowest compared entry with this formula, charge and spin   0.0 kcal/mol

Last column: Mulliken charge in e.
Element x y z (Å)
Cl1 1.519 0.459 0.682  -0.96
F1 -5.041 4.346 2.533  -0.33
C1 -3.761 3.914 2.592  0.44
C2 -1.621 3.942 3.656  -0.16
C3 -3.318 3.008 1.638  -0.42
C4 -1.147 3.031 2.711  -0.59
C5 -1.996 2.567 1.706  -0.33
C6 -2.940 4.392 3.602  -0.44
H1 -0.108 2.680 2.758  0.38
H2 -3.339 5.109 4.333  0.36
H3 -1.627 1.850 0.960  0.35
H4 -0.956 4.310 4.449  0.32
H5 -4.008 2.660 0.859  0.37

=====

Record 6
The following is a quantum chemistry calculation of the molecule C4H9NO, from OMol25.

Computed properties:
SMILES   CC/N=C\CO
Lowest unoccupied orbital energy   0.80 eV
Kohn-Sham gap   10.08 eV
Total charge   0
ΔE to the lowest compared entry with this formula, charge and spin   43.3 kcal/mol

Last column: Mulliken charge in e.
Element x y z (Å)
O1 2.081 -0.174 -0.836  -0.51
N1 -0.405 0.548 0.699  -0.48
C1 2.007 -0.184 0.573  -0.47
C2 -0.840 -0.190 -0.485  -0.16
C3 0.778 0.497 1.144  0.03
C4 -2.359 -0.104 -0.532  -1.23
H1 2.023 -1.239 0.874  0.27
H2 -0.400 0.224 -1.400  0.26
H3 0.953 1.033 2.084  0.38
H4 -2.784 -0.559 0.368  0.31
H5 2.892 0.289 1.026  0.31
H6 -0.503 -1.236 -0.438  0.28
H7 1.998 0.744 -1.123  0.32
H8 -2.661 0.949 -0.541  0.31
H9 -2.781 -0.600 -1.413  0.37